Entry 1:
DFT (ωB97M-V/def2-TZVPD) results for C33H28Br2F2N6O2STi as an isolated structure.

Geometry as XYZ:
```
75
C33H28Br2F2N6O2STi ωB97M-V/def2-TZVPD
Ti -0.17 -0.57 0.14
N -0.20 1.67 4.04
C 0.20 1.26 2.80
S -0.78 1.65 1.44
N 1.30 0.58 2.72
N 1.57 0.18 1.42
C 2.80 0.34 1.08
C 3.35 -0.05 -0.20
C 4.73 -0.11 -0.37
C 5.28 -0.48 -1.58
C 4.43 -0.77 -2.66
C 3.06 -0.69 -2.52
C 2.49 -0.32 -1.29
O 1.19 -0.20 -1.17
H -0.89 2.41 4.06
H 0.52 1.71 4.74
H 3.47 0.75 1.82
H 5.37 0.12 0.47
H 6.35 -0.55 -1.70
H 4.86 -1.06 -3.61
H 2.40 -0.90 -3.34
F -3.33 -2.25 -4.12
C -2.31 -2.56 -3.29
C -1.93 -1.66 -2.32
C -0.90 -1.93 -1.43
C -0.20 -3.15 -1.62
C -0.65 -4.05 -2.59
F -0.07 -5.26 -2.74
C -1.71 -3.79 -3.43
C 1.00 -3.39 -0.79
C 1.91 -4.43 -1.01
C 3.00 -4.58 -0.17
C 3.15 -3.70 0.89
C 2.23 -2.68 1.03
N 1.19 -2.50 0.20
H -2.48 -0.73 -2.30
H -2.03 -4.51 -4.17
H 1.78 -5.11 -1.83
H 3.71 -5.37 -0.34
H 3.97 -3.78 1.60
H 2.31 -1.98 1.84
Br -1.91 5.24 -4.07
C -1.47 3.72 -3.03
C -0.17 3.28 -2.95
C 0.08 2.16 -2.18
N -0.86 1.49 -1.53
C -2.11 1.93 -1.60
C -2.47 3.05 -2.35
C -3.11 1.15 -0.83
C -4.45 1.48 -0.81
C -5.33 0.67 -0.11
Br -7.17 1.09 -0.07
C -4.85 -0.46 0.53
C -3.49 -0.69 0.47
N -2.63 0.09 -0.17
H 0.63 3.79 -3.47
H 1.09 1.77 -2.09
H -3.49 3.39 -2.41
H -4.83 2.35 -1.32
H -5.51 -1.13 1.06
H -3.06 -1.56 0.95
C 0.06 -2.60 3.43
C -1.19 -2.27 2.61
C -1.75 -3.57 2.03
C -2.19 -1.58 3.53
O -0.88 -1.39 1.55
H -0.23 -3.08 4.36
H 0.60 -1.68 3.66
H 0.72 -3.28 2.89
H -1.92 -4.30 2.83
H -1.05 -3.99 1.31
H -2.71 -3.42 1.52
H -2.46 -2.24 4.36
H -3.11 -1.31 3.00
H -1.75 -0.66 3.93
```

Electronic energy: -8348.906075 a.u.
Maximum force: 0.706 eV Å⁻¹
Energy above the lowest of the compared OMol25 structures with the same formula, charge and spin: 73.0 kJ/mol
Spin multiplicity: 1
Kohn-Sham gap: 7.270 eV

=====

Entry 2:
DFT (ωB97M-V/def2-TZVPD) results for C25H22ClN3O5 in the gas phase.

Geometry as XYZ:
```
56
C25H22ClN3O5 ωB97M-V/def2-TZVPD
C -1.45 -8.42 -0.94
H -0.39 -8.37 -1.23
O -2.20 -7.39 -1.53
C -1.87 -6.10 -1.24
C -0.85 -5.71 -0.39
C -0.60 -4.36 -0.16
C -1.38 -3.41 -0.77
C -2.42 -3.78 -1.62
C -2.67 -5.12 -1.87
O -3.64 -5.59 -2.69
C -4.43 -4.66 -3.39
H -5.03 -4.04 -2.71
H -5.10 -5.25 -4.01
H -3.82 -4.01 -4.03
H -3.01 -3.01 -2.09
N -1.14 -2.02 -0.55
C -1.26 -1.57 0.75
O -1.57 -2.28 1.68
N -1.00 -0.23 0.94
C -0.67 0.66 -0.06
C -0.45 2.01 0.22
C -0.12 2.87 -0.82
C -0.04 2.40 -2.13
C -0.25 1.07 -2.40
C -0.57 0.18 -1.37
C -0.81 -1.24 -1.66
O -0.72 -1.72 -2.76
H -0.19 0.67 -3.40
H 0.20 3.10 -2.91
C 0.12 4.34 -0.60
O -0.13 5.16 -1.45
N 0.62 4.66 0.62
H 0.94 3.92 1.23
C 1.05 5.99 0.95
H 0.62 6.28 1.92
H 0.65 6.65 0.17
C 2.58 6.10 1.00
C 3.13 5.17 2.04
C 3.49 3.87 1.71
C 3.93 2.98 2.68
C 4.00 3.40 4.00
C 3.65 4.69 4.35
C 3.21 5.56 3.37
H 2.94 6.57 3.65
H 3.72 5.01 5.38
Cl 4.55 2.30 5.22
H 4.21 1.97 2.42
H 3.44 3.54 0.68
H 2.98 5.84 0.02
H 2.85 7.13 1.23
H -0.56 2.36 1.23
H -1.10 0.10 1.89
H 0.20 -4.07 0.50
H -0.23 -6.44 0.10
H -1.88 -9.35 -1.31
H -1.53 -8.40 0.16
```

Electronic energy: -1966.608929 a.u.
Maximum force: 0.647 eV Å⁻¹
Energy above the lowest of the compared OMol25 structures with the same formula, charge and spin: 90.0 kJ/mol
Spin multiplicity: 1
Kohn-Sham gap: 7.850 eV
SMILES: COc1ccc(-n2c(=O)[nH]c3cc(C(=O)NCCc4ccc(Cl)cc4)ccc3c2=O)cc1OC

=====

Entry 3:
DFT (ωB97M-V/def2-TZVPD) results for a 6-piece molecular cluster, C41H80Cl2F8IN2O10S3 overall in a non-equilibrium geometry.

Geometry as XYZ:
```
147
C41H80Cl2F8IN2O10S3 ωB97M-V/def2-TZVPD
C -6.14 -4.22 -5.12
C -4.67 -4.01 -5.51
C -3.75 -4.85 -4.63
C -2.29 -4.45 -4.76
N -1.45 -4.93 -3.66
C -0.11 -4.32 -3.67
C -0.14 -2.79 -3.52
C 1.02 -2.25 -2.69
C 0.90 -2.20 -1.16
C -0.19 -1.27 -0.62
C -1.38 -1.68 0.35
I -3.27 -1.72 -0.85
C -1.30 -2.96 1.11
Cl -1.35 -4.32 0.07
C -1.26 -3.14 2.45
C -1.31 -2.09 3.52
Cl -1.16 -4.73 3.06
O -1.56 -0.56 1.19
C -1.07 0.53 0.50
C -1.18 1.87 1.25
O -2.01 1.74 2.37
C -3.03 2.74 2.39
N 0.31 0.06 0.00
C 0.79 0.97 -1.11
C 1.52 2.25 -0.72
O 0.60 3.33 -0.81
C 0.91 4.42 0.02
C 2.03 5.28 -0.55
F 3.24 4.79 -0.21
F 1.97 6.53 -0.07
F 1.98 5.34 -1.88
S 1.60 -0.36 1.19
O 2.80 -0.01 0.50
O 1.34 -1.70 1.62
C 1.49 0.65 2.76
F 0.28 0.58 3.27
F 1.82 1.92 2.50
C 2.52 0.05 3.79
F 2.68 0.98 4.72
F 3.68 -0.21 3.20
F 2.03 -1.05 4.33
C -1.40 -6.36 -3.58
S -2.32 -7.19 -2.54
S -0.34 -7.09 -4.74
C -0.19 -8.81 -4.22
C 0.47 -9.06 -2.86
C 1.54 -8.06 -2.44
H -6.34 -5.28 -4.95
H -6.81 -3.88 -5.90
H -6.39 -3.68 -4.21
H -4.55 -4.32 -6.54
H -4.43 -2.95 -5.40
H -3.89 -5.90 -4.87
H -4.05 -4.72 -3.58
H -1.92 -4.82 -5.72
H -2.25 -3.36 -4.77
H 0.49 -4.76 -2.88
H 0.41 -4.56 -4.61
H -1.12 -2.46 -3.17
H -0.04 -2.36 -4.52
H 1.88 -2.91 -2.89
H 1.31 -1.27 -3.06
H 1.86 -1.82 -0.81
H 0.82 -3.20 -0.74
H -0.72 -0.91 -1.50
H -2.04 -1.32 3.31
H -0.33 -1.67 3.71
H -1.62 -2.57 4.45
H -1.67 0.63 -0.41
H -1.62 2.56 0.53
H -0.21 2.29 1.51
H -3.54 2.70 3.34
H -3.75 2.56 1.59
H -2.62 3.74 2.25
H -0.09 1.26 -1.68
H 1.43 0.39 -1.77
H 1.98 2.21 0.26
H 2.34 2.38 -1.43
H 1.20 4.10 1.02
H 0.02 5.05 0.10
H -1.19 -9.24 -4.26
H 0.43 -9.25 -4.99
H -0.29 -9.08 -2.08
H 0.90 -10.06 -2.90
H 1.08 -7.12 -2.12
H 2.08 -8.45 -1.58
H 2.25 -7.86 -3.24
C 2.99 -11.11 -7.99
C 1.90 -10.05 -8.03
C 2.15 -9.03 -9.13
O 1.80 -9.39 -6.76
H 3.96 -10.65 -7.78
H 2.79 -11.83 -7.19
H 3.05 -11.65 -8.93
H 0.93 -10.52 -8.18
H 3.10 -8.52 -8.96
H 1.36 -8.28 -9.14
H 2.20 -9.51 -10.10
H 2.64 -8.96 -6.59
C 2.63 10.62 2.55
C 1.20 10.23 2.85
C 1.11 8.86 3.49
O 0.41 10.27 1.66
H 3.08 9.92 1.85
H 2.68 11.61 2.10
H 3.24 10.63 3.46
H 0.75 10.97 3.52
H 1.50 8.10 2.81
H 0.07 8.60 3.70
H 1.67 8.81 4.42
H 0.79 9.64 1.04
C 2.04 13.90 5.10
C 1.11 13.82 6.30
C 0.35 12.50 6.33
O 0.21 14.92 6.32
H 1.46 13.85 4.17
H 2.58 14.84 5.09
H 2.76 13.08 5.09
H 1.70 13.92 7.22
H -0.29 12.41 5.44
H -0.31 12.47 7.20
H 1.02 11.65 6.37
H -0.33 14.87 5.52
C 2.27 -7.43 4.09
C 2.56 -7.21 2.62
C 3.70 -6.21 2.41
O 1.39 -6.77 1.94
H 1.97 -6.49 4.56
H 1.46 -8.15 4.22
H 3.15 -7.81 4.62
H 2.82 -8.16 2.15
H 3.43 -5.24 2.84
H 3.89 -6.07 1.35
H 4.62 -6.55 2.89
H 1.12 -5.93 2.33
C -4.86 7.66 3.67
C -4.09 6.44 4.14
C -2.93 6.81 5.03
O -3.62 5.70 3.00
H -4.20 8.32 3.09
H -5.69 7.37 3.02
H -5.26 8.23 4.51
H -4.77 5.77 4.67
H -2.22 7.42 4.47
H -2.39 5.93 5.38
H -3.26 7.38 5.90
H -3.03 6.31 2.53
```

Electronic energy: -5683.300216 a.u.
Maximum force: 1.845 eV Å⁻¹
Spin multiplicity: 1
Net charge: +1
Kohn-Sham gap: 6.395 eV